Record 1
Below is an isolated ion of composition C8H14FN2 and charge +1, with properties calculated with the ωB97M-V functional and the def2-TZVPD basis.

Geometry (Å):
C -3.396 0.610 -0.546
C -2.301 0.329 0.159
F -2.106 1.142 1.257
C -1.309 -0.879 0.037
C -1.650 -2.114 0.410
N -0.002 -0.533 -0.509
C 1.192 -1.230 0.006
C 2.001 -0.329 0.994
N 2.306 0.829 0.172
C 1.177 1.605 -0.240
C 0.333 0.743 -1.131
H -4.052 1.378 -0.074
H -3.794 0.111 -1.496
H -0.962 -2.936 0.242
H -2.623 -2.439 0.789
H 1.918 -1.342 -0.723
H 0.923 -2.092 0.590
H 1.408 0.010 1.852
H 2.769 -0.842 1.599
H 2.953 1.379 0.747
H 2.887 0.357 -0.689
H 1.604 2.556 -0.792
H 0.583 1.923 0.725
H -0.705 1.232 -1.368
H 0.846 0.530 -2.011

Charge: +1
LUMO energy (eV): -3.466
HOMO energy (eV): -11.96
F_max (eV Å⁻¹): 5.32
SMILES: C=C(F)C(=C)N1CC[NH2+]CC1
Energy above the lowest of the compared OMol25 structures with the same formula, charge and spin (eV): 2.281
Total energy (a.u.): -522.24574


Record 2
Below is one molecule with the formula C8H14I2, with properties calculated with the ωB97M-V functional and the def2-TZVPD basis.

Geometry (Å):
C 2.395 0.642 1.045
C 0.843 1.050 1.208
C 0.084 0.334 0.070
C 0.605 0.842 -1.262
C 0.257 -1.244 0.065
C -1.044 -1.730 -0.687
C -2.092 -0.589 -0.621
I -3.968 -1.234 0.134
C -1.463 0.449 0.309
I -2.388 2.337 -0.039
H 2.409 -0.416 0.919
H 2.996 0.977 1.947
H 2.743 0.991 -0.039
H 0.638 2.084 1.075
H 0.633 0.518 2.149
H 1.044 1.976 -1.145
H -0.324 0.983 -1.983
H 1.251 0.098 -1.708
H 0.278 -1.630 1.199
H 1.298 -1.645 -0.351
H -0.893 -1.985 -1.669
H -1.456 -2.662 -0.224
H -2.148 -0.331 -1.661
H -1.701 0.186 1.270

LUMO energy (eV): 0.467
HOMO energy (eV): -9.23
F_max (eV Å⁻¹): 4.21
SMILES: CC[C@@]1(C)CC[C@@H](I)[C@@H]1I
Total energy (a.u.): -908.55391


Record order is preserved below.
HOMO-LUMO gap: 8.50, 9.69 eV